Entry 1:
{"formula": "C32H74Br2N10O10", "method": "the ωB97M-V functional and the def2-TZVPD basis", "e_above_lowest_kj_mol": 1151.4, "smiles": "CN(C)C=O.CN(C)C=O.CN(C)C=O.CN(C)C=O.CN(C)C=O.CN(C)C=O.CN(C)C=O.CN(C)C=O.CN(C)C=O.CN(C)C=O.BrCCBr", "homo_ev": -8.91, "total_energy_ha": -7711.431102, "multiplicity": 1, "e_lumo_ev": 0.0, "symbols": ["Br", "C", "C", "Br", "H", "H", "H", "H", "C", "O", "N", "C", "C", "H", "H", "H", "H", "H", "H", "H", "C", "O", "N", "C", "C", "H", "H", "H", "H", "H", "H", "H", "C", "O", "N", "C", "C", "H", "H", "H", "H", "H", "H", "H", "C", "O", "N", "C", "C", "H", "H", "H", "H", "H", "H", "H", "C", "O", "N", "C", "C", "H", "H", "H", "H", "H", "H", "H", "C", "O", "N", "C", "C", "H", "H", "H", "H", "H", "H", "H", "C", "O", "N", "C", "C", "H", "H", "H", "H", "H", "H", "H", "C", "O", "N", "C", "C", "H", "H", "H", "H", "H", "H", "H", "C", "O", "N", "C", "C", "H", "H", "H", "H", "H", "H", "H", "C", "O", "N", "C", "C", "H", "H", "H", "H", "H", "H", "H"], "xyz": [[3.50, 4.00, -7.98], [3.85, 4.74, -6.13], [5.25, 5.37, -6.05], [5.39, 6.37, -4.30], [3.79, 3.95, -5.38], [3.03, 5.38, -5.82], [5.36, 6.10, -6.85], [6.05, 4.64, -6.14], [-0.76, -9.12, -2.71], [-0.52, -9.67, -3.80], [-0.73, -7.77, -2.46], [-0.53, -7.39, -1.08], [-0.65, -6.71, -3.47], [-0.97, -9.79, -1.87], [-1.27, -6.67, -0.73], [0.36, -6.75, -1.07], [-0.41, -8.25, -0.42], [-1.52, -6.13, -3.18], [0.23, -6.07, -3.56], [-0.77, -7.09, -4.49], [-5.93, -7.14, -5.76], [-5.62, -7.04, -6.98], [-6.08, -6.24, -4.82], [-6.26, -6.68, -3.45], [-6.19, -4.76, -5.04], [-5.94, -8.14, -5.29], [-6.38, -7.77, -3.46], [-7.14, -6.30, -2.92], [-5.35, -6.48, -2.91], [-7.22, -4.40, -5.08], [-5.76, -4.22, -4.20], [-5.74, -4.48, -5.99], [0.01, 10.84, 0.18], [0.25, 11.90, 0.74], [0.90, 9.85, 0.05], [0.62, 8.64, -0.62], [2.33, 9.90, 0.51], [-0.96, 10.53, -0.25], [-0.41, 8.48, -0.91], [0.67, 7.82, 0.10], [1.27, 8.44, -1.47], [2.95, 9.50, -0.29], [2.59, 10.94, 0.69], [2.49, 9.37, 1.44], [5.91, 1.68, 6.14], [6.54, 2.20, 5.25], [4.60, 1.39, 6.08], [3.82, 1.99, 4.95], [3.70, 0.82, 7.19], [6.34, 1.52, 7.14], [4.41, 2.16, 4.04], [3.50, 2.94, 5.39], [2.84, 1.54, 4.77], [3.13, 1.64, 7.63], [3.12, 0.03, 6.73], [4.29, 0.32, 7.96], [-0.70, -4.16, 5.97], [0.10, -3.45, 5.31], [-0.30, -4.77, 7.14], [-1.28, -5.40, 8.06], [1.03, -5.16, 7.48], [-1.79, -4.14, 5.88], [-2.31, -5.17, 7.79], [-1.19, -4.87, 9.01], [-1.05, -6.42, 8.36], [1.29, -6.22, 7.53], [1.79, -4.62, 6.92], [1.01, -4.99, 8.56], [-7.51, 4.99, 1.09], [-7.66, 5.59, 2.19], [-7.95, 5.48, -0.06], [-8.06, 4.45, -1.16], [-8.73, 6.83, -0.11], [-7.12, 3.97, 1.01], [-9.06, 4.01, -1.06], [-7.41, 3.58, -1.13], [-8.01, 4.93, -2.13], [-8.69, 7.47, -0.99], [-9.77, 6.55, 0.04], [-8.44, 7.50, 0.71], [1.01, 1.31, -0.92], [1.45, 2.39, -0.50], [-0.19, 0.72, -0.80], [-0.72, -0.52, -1.44], [-1.20, 1.33, 0.09], [1.60, 0.72, -1.64], [-1.81, -0.55, -1.51], [-0.45, -1.38, -0.83], [-0.43, -0.65, -2.48], [-2.16, 1.27, -0.43], [-1.28, 0.78, 1.03], [-1.03, 2.29, 0.59], [-7.27, -1.83, 4.21], [-7.09, -1.48, 3.04], [-8.20, -2.79, 4.68], [-8.27, -3.14, 6.13], [-9.21, -3.17, 3.71], [-6.58, -1.54, 5.02], [-7.82, -4.11, 6.37], [-9.29, -3.27, 6.49], [-7.67, -2.53, 6.81], [-9.68, -2.20, 3.59], [-9.09, -3.69, 2.76], [-9.97, -3.81, 4.16], [8.58, 5.83, 0.91], [8.82, 6.96, 1.37], [9.53, 5.16, 0.20], [10.87, 5.80, -0.03], [9.27, 3.75, -0.18], [7.59, 5.35, 0.88], [11.30, 5.57, -1.00], [11.67, 5.45, 0.61], [10.99, 6.87, 0.14], [8.22, 3.44, -0.15], [9.74, 3.67, -1.16], [9.95, 3.09, 0.36], [5.17, -2.95, -6.04], [4.15, -2.84, -5.46], [5.83, -4.08, -6.38], [7.07, -4.10, -7.10], [5.24, -5.39, -5.98], [5.83, -2.16, -6.44], [7.71, -3.22, -7.05], [6.78, -4.43, -8.09], [7.64, -4.81, -6.50], [5.39, -6.16, -6.74], [5.66, -5.62, -5.00], [4.17, -5.21, -5.85]]}

Entry 2:
{"formula": "C32H76F9N8O12S3", "method": "the ωB97M-V functional and the def2-TZVPD basis", "homo_ev": -6.45, "total_energy_ha": -4699.002085, "multiplicity": 1, "e_lumo_ev": 2.0, "charge": -1, "symbols": ["C", "C", "O", "N", "C", "C", "O", "S", "O", "O", "N", "S", "O", "O", "C", "C", "C", "F", "F", "C", "F", "F", "S", "F", "F", "F", "F", "F", "H", "H", "H", "H", "H", "H", "H", "H", "H", "H", "C", "C", "C", "O", "C", "N", "H", "H", "H", "H", "H", "H", "H", "H", "H", "H", "H", "C", "C", "C", "O", "C", "N", "H", "H", "H", "H", "H", "H", "H", "H", "H", "H", "H", "C", "C", "C", "O", "C", "N", "H", "H", "H", "H", "H", "H", "H", "H", "H", "H", "H", "C", "C", "C", "O", "C", "N", "H", "H", "H", "H", "H", "H", "H", "H", "H", "H", "H", "C", "C", "C", "O", "C", "N", "H", "H", "H", "H", "H", "H", "H", "H", "H", "H", "H", "C", "C", "C", "O", "C", "N", "H", "H", "H", "H", "H", "H", "H", "H", "H", "H", "H"], "xyz": [[-0.92, -0.45, 2.40], [-1.53, -0.65, 1.00], [-2.51, -1.27, 0.92], [-0.87, -0.10, -0.25], [-0.63, -1.24, -1.08], [-0.78, -1.29, -2.63], [-0.24, -2.23, -0.54], [-1.92, 1.07, -0.98], [-3.14, 0.38, -1.37], [-1.32, 1.64, -2.17], [-2.11, 2.27, 0.10], [-3.61, 2.28, 0.78], [-3.93, 1.10, 1.58], [-3.65, 3.43, 1.67], [-4.92, 2.60, -0.46], [-5.88, 1.40, -0.57], [-7.20, 1.59, 0.25], [-7.70, 2.79, -0.14], [-6.84, 1.58, 1.55], [-8.15, 0.41, -0.14], [-8.60, 0.68, -1.37], [-7.51, -0.75, -0.24], [-9.62, 0.12, 1.00], [-9.82, -1.37, 0.40], [-10.63, 0.63, -0.18], [-9.61, 1.63, 1.54], [-8.71, -0.41, 2.18], [-10.91, -0.14, 1.92], [-0.55, -1.45, 2.71], [-0.11, 0.29, 2.35], [-1.75, -0.18, 3.06], [0.03, -0.70, -3.09], [-1.76, -0.95, -3.01], [-0.66, -2.33, -2.98], [-5.41, 3.57, -0.26], [-4.42, 2.70, -1.44], [-5.39, 0.45, -0.28], [-6.22, 1.23, -1.62], [3.63, 4.46, 2.00], [2.12, 4.46, 2.27], [1.71, 3.54, 3.43], [1.70, 2.17, 3.08], [2.97, 1.54, 3.13], [1.41, 4.10, 1.05], [3.96, 3.56, 1.49], [3.89, 5.30, 1.35], [4.20, 4.56, 2.92], [1.85, 5.48, 2.55], [0.68, 3.78, 3.71], [2.33, 3.71, 4.33], [3.59, 1.93, 3.94], [3.49, 1.64, 2.17], [2.81, 0.47, 3.31], [0.41, 4.20, 1.22], [1.53, 3.10, 0.91], [-4.78, -4.32, 5.99], [-3.32, -4.55, 5.62], [-2.46, -3.27, 5.71], [-2.63, -2.38, 4.63], [-3.75, -1.52, 4.75], [-3.25, -5.16, 4.29], [-5.33, -3.82, 5.20], [-5.27, -5.28, 6.17], [-4.87, -3.73, 6.91], [-2.91, -5.26, 6.35], [-1.40, -3.58, 5.67], [-2.60, -2.76, 6.67], [-3.94, -1.23, 5.79], [-4.64, -1.98, 4.31], [-3.55, -0.61, 4.17], [-2.28, -5.40, 4.09], [-3.47, -4.43, 3.61], [-1.82, -3.20, -8.40], [-2.66, -3.43, -7.15], [-3.02, -2.14, -6.40], [-1.96, -1.59, -5.64], [-1.05, -0.79, -6.37], [-1.95, -4.38, -6.28], [-0.78, -2.96, -8.17], [-1.82, -4.09, -9.03], [-2.23, -2.38, -9.00], [-3.60, -3.89, -7.47], [-3.80, -2.37, -5.68], [-3.44, -1.38, -7.08], [-1.54, -0.24, -7.18], [-0.24, -1.41, -6.78], [-0.60, -0.08, -5.68], [-2.55, -4.61, -5.49], [-1.18, -3.89, -5.86], [6.74, 0.73, 4.87], [6.27, 1.28, 6.21], [7.03, 0.70, 7.41], [6.65, -0.62, 7.77], [7.25, -1.65, 7.01], [4.82, 1.07, 6.32], [6.39, -0.28, 4.68], [6.37, 1.36, 4.05], [7.83, 0.73, 4.80], [6.46, 2.36, 6.20], [6.80, 1.32, 8.29], [8.12, 0.75, 7.26], [8.28, -1.39, 6.72], [6.66, -1.87, 6.12], [7.28, -2.55, 7.62], [4.49, 1.52, 7.17], [4.68, 0.08, 6.50], [2.86, 5.21, -3.75], [2.52, 3.98, -2.93], [2.94, 2.65, -3.60], [2.09, 2.23, -4.65], [2.36, 2.83, -5.90], [1.09, 4.00, -2.62], [2.19, 5.35, -4.60], [2.79, 6.11, -3.14], [3.89, 5.15, -4.14], [3.07, 4.05, -1.98], [2.88, 1.86, -2.84], [3.99, 2.69, -3.93], [3.42, 3.03, -6.04], [1.79, 3.76, -6.01], [2.02, 2.15, -6.69], [0.87, 3.23, -1.99], [0.59, 3.76, -3.47], [5.06, -1.10, -3.05], [4.00, -1.88, -2.28], [3.90, -3.36, -2.70], [3.23, -3.58, -3.93], [4.02, -3.41, -5.08], [2.71, -1.19, -2.42], [4.74, -0.86, -4.07], [5.26, -0.15, -2.55], [5.99, -1.65, -3.11], [4.28, -1.85, -1.23], [3.31, -3.88, -1.94], [4.89, -3.84, -2.71], [5.06, -3.71, -4.91], [3.99, -2.37, -5.42], [3.60, -4.02, -5.88], [2.01, -1.65, -1.83], [2.38, -1.37, -3.37]]}

Entry 3:
{"formula": "C32H76O22P4", "method": "the ωB97M-V functional and the def2-TZVPD basis", "s_squared": 0.751, "homo_ev": [0.67, -8.17], "total_energy_ha": -4285.786618, "multiplicity": 2, "e_lumo_ev": [1.9, 1.9], "charge": -1, "symbols": ["C", "C", "O", "P", "O", "O", "C", "C", "O", "C", "C", "H", "H", "H", "H", "H", "H", "H", "H", "H", "H", "H", "H", "H", "H", "H", "C", "C", "O", "P", "O", "O", "C", "C", "O", "C", "C", "H", "H", "H", "H", "H", "H", "H", "H", "H", "H", "H", "H", "H", "H", "H", "C", "C", "O", "P", "O", "O", "C", "C", "O", "C", "C", "H", "H", "H", "H", "H", "H", "H", "H", "H", "H", "H", "H", "H", "H", "H", "C", "C", "O", "P", "O", "O", "C", "C", "O", "C", "C", "H", "H", "H", "H", "H", "H", "H", "H", "H", "H", "H", "H", "H", "H", "H", "C", "C", "O", "C", "O", "O", "C", "H", "H", "H", "H", "H", "H", "H", "H", "C", "C", "O", "C", "O", "O", "C", "H", "H", "H", "H", "H", "H", "H", "H"], "xyz": [[-4.71, 3.76, 8.82], [-5.93, 2.79, 8.65], [-5.48, 1.50, 8.34], [-6.60, 0.45, 7.88], [-7.73, 1.20, 7.23], [-6.91, -0.34, 9.28], [-5.92, -0.92, 10.08], [-6.56, -1.98, 10.99], [-5.75, -0.58, 7.03], [-5.18, -0.08, 5.82], [-3.67, -0.24, 5.95], [-4.74, 4.77, 8.40], [-4.57, 4.03, 9.86], [-3.77, 3.39, 8.41], [-6.67, 2.73, 9.45], [-6.57, 3.16, 7.85], [-5.16, -1.43, 9.50], [-5.47, -0.06, 10.57], [-5.75, -2.62, 11.33], [-7.05, -1.49, 11.83], [-7.24, -2.62, 10.43], [-5.54, -0.78, 5.07], [-5.49, 0.89, 5.43], [-3.24, 0.32, 5.12], [-3.38, 0.29, 6.86], [-3.26, -1.25, 6.00], [-10.02, 6.57, 10.21], [-9.66, 8.06, 10.53], [-10.77, 8.71, 10.82], [-10.94, 9.56, 12.19], [-11.19, 8.65, 13.34], [-9.60, 10.46, 12.31], [-9.33, 11.25, 13.47], [-10.42, 11.88, 14.28], [-12.07, 10.71, 11.93], [-13.44, 10.59, 12.50], [-14.51, 10.19, 11.40], [-10.52, 6.33, 11.15], [-10.55, 6.45, 9.27], [-9.07, 6.05, 10.25], [-9.04, 8.01, 11.42], [-9.07, 8.47, 9.71], [-8.62, 10.66, 14.04], [-8.60, 11.98, 13.11], [-10.82, 12.73, 13.73], [-11.13, 11.12, 14.61], [-10.07, 12.43, 15.15], [-13.51, 9.79, 13.24], [-13.69, 11.54, 12.96], [-14.39, 9.16, 11.08], [-15.47, 9.96, 11.87], [-14.56, 10.95, 10.61], [-5.58, 9.92, 4.73], [-6.07, 8.53, 4.19], [-6.59, 7.78, 5.27], [-5.75, 6.64, 5.93], [-4.35, 7.18, 6.18], [-6.58, 6.15, 7.27], [-7.90, 5.52, 7.31], [-9.03, 6.19, 6.55], [-5.91, 5.36, 4.94], [-5.19, 4.17, 4.72], [-3.65, 4.27, 4.91], [-6.48, 10.54, 4.77], [-5.29, 9.79, 5.77], [-4.87, 10.46, 4.11], [-6.92, 8.73, 3.53], [-5.36, 7.84, 3.75], [-7.76, 4.57, 6.79], [-8.01, 5.12, 8.32], [-8.91, 6.14, 5.47], [-9.99, 5.87, 6.95], [-8.84, 7.25, 6.72], [-5.53, 3.32, 5.32], [-5.40, 3.85, 3.70], [-3.06, 3.35, 5.01], [-3.23, 5.01, 4.24], [-3.57, 4.76, 5.88], [-0.74, 8.07, 3.03], [0.75, 8.13, 3.47], [1.24, 9.41, 3.04], [1.63, 10.60, 4.08], [2.29, 11.82, 3.62], [0.21, 10.69, 4.91], [-0.74, 11.78, 4.66], [-1.92, 11.30, 5.42], [2.51, 9.74, 5.13], [2.96, 10.36, 6.38], [3.59, 9.24, 7.17], [-1.05, 7.93, 1.99], [-1.15, 7.27, 3.64], [-1.33, 8.94, 3.32], [0.76, 7.95, 4.55], [1.23, 7.21, 3.14], [-0.28, 12.63, 5.16], [-0.78, 11.84, 3.57], [-2.76, 12.00, 5.48], [-2.14, 10.25, 5.22], [-1.65, 11.30, 6.47], [3.57, 11.25, 6.18], [2.13, 10.75, 6.97], [4.35, 8.65, 6.65], [4.15, 9.70, 7.99], [2.81, 8.60, 7.57], [-4.87, 6.78, 0.01], [-6.27, 6.70, -0.71], [-6.09, 6.28, -2.06], [-6.94, 6.57, -3.05], [-7.96, 7.17, -2.96], [-6.45, 6.14, -4.19], [-7.30, 6.32, -5.41], [-4.59, 5.76, 0.24], [-5.02, 7.33, 0.94], [-4.06, 7.31, -0.49], [-6.61, 7.73, -0.82], [-7.00, 6.18, -0.10], [-7.69, 7.30, -5.67], [-8.16, 5.66, -5.28], [-6.79, 6.01, -6.32], [-5.92, 0.04, -1.37], [-4.80, 0.88, -0.85], [-4.90, 1.06, 0.49], [-3.98, 1.72, 1.12], [-3.91, 1.68, 2.37], [-3.30, 2.58, 0.30], [-2.28, 3.44, 0.78], [-5.92, -0.95, -0.92], [-5.97, -0.03, -2.46], [-6.78, 0.60, -1.01], [-5.05, 1.87, -1.23], [-3.80, 0.56, -1.14], [-1.80, 4.09, 0.04], [-1.45, 2.92, 1.26], [-2.90, 4.09, 1.39]]}